1.
ORCA calculation (ωB97M-V with the def2-TZVPD basis set) on one molecule with the formula C5H11NO.

The calculation puts the orbital gap at 10.242 eV. As for the HOMO energy: -9.18 eV. Its SMILES is CC(C)N1O[C@@H]1C. The energy above the lowest of the compared OMol25 structures with the same formula, charge and spin is 73.8 kcal/mol.

The geometry in ORCA input format:
```
! RIJCOSX wB97M-V def2-TZVPD def2/J DEFGRID3
* xyz 0 1
O -1.060 -1.702 0.579
N 0.273 -1.116 0.758
C -1.585 0.722 1.049
C 0.847 -0.603 -0.504
C -0.094 -0.167 -1.628
C -0.882 -0.569 1.384
C 1.869 0.477 -0.158
H -0.902 -0.795 2.454
H 1.400 -1.476 -0.872
H 2.510 0.168 0.674
H 1.378 1.421 0.110
H -0.431 0.868 -1.515
H 2.506 0.670 -1.028
H -0.966 -0.824 -1.679
H -1.873 0.782 0.000
H -0.944 1.576 1.297
H -2.491 0.804 1.659
H 0.444 -0.234 -2.579
*
```

=====

2.
ORCA calculation (ωB97M-V with the def2-TZVPD basis set) on one molecule with the formula C3H7N3S2.

The calculation puts the orbital gap at 8.649 eV. As for the HOMO energy: -8.90 eV. Its SMILES is [H]/N=C(\N)NC(=S)CS. The energy above the lowest of the compared OMol25 structures with the same formula, charge and spin is 13.3 kcal/mol.

The geometry in ORCA input format:
```
! RIJCOSX wB97M-V def2-TZVPD def2/J DEFGRID3
* xyz 0 1
S 1.434 2.301 0.663
S 2.604 -1.282 1.096
N -1.387 -1.892 -1.603
N 0.406 -1.194 -0.316
N -1.257 0.373 -0.946
C 1.151 -0.577 0.665
C -0.787 -0.930 -0.983
C 0.650 0.734 1.294
H 0.832 -2.104 -0.535
H -2.251 -1.534 -2.020
H -2.072 0.450 -1.482
H 0.780 3.114 1.478
H -0.611 1.107 -0.958
H -0.463 0.800 1.313
H 0.970 0.634 2.333
*
```

=====

3.
ORCA calculation (ωB97M-V with the def2-TZVPD basis set) on C22H28Cl3CuN2O2S2 as an isolated structure.

The calculation puts the orbital gap at 6.493 eV. As for the HOMO energy: -6.37 eV.

The geometry in ORCA input format:
```
! RIJCOSX wB97M-V def2-TZVPD def2/J DEFGRID3
* xyz 0 1
Cu -0.656 2.544 -2.130
Cl 1.099 -4.638 2.254
Cl -3.465 -1.495 5.204
Cl -2.924 -5.458 1.667
S 1.576 -1.962 3.355
S 1.674 2.544 -2.130
O 1.343 3.939 -1.696
O -0.536 -3.741 -0.417
N -2.417 -1.125 -1.722
N -1.792 0.959 -2.130
C 1.165 -2.932 2.028
C 4.365 2.887 -1.274
C -2.390 -2.568 -1.674
C -1.898 -3.290 -0.385
C 1.476 -0.542 2.410
C 4.398 4.396 -1.084
C 1.526 1.398 -0.725
C -3.063 0.954 -1.621
C 0.916 -2.225 0.871
C 0.524 -2.794 -0.455
C 3.464 2.418 -2.412
C -3.487 -0.333 -1.393
C -1.460 -0.306 -2.249
C -2.334 -2.839 1.006
C -2.580 -1.078 2.694
C -3.038 -2.005 3.619
C -0.076 2.562 0.871
C 1.126 -0.819 1.106
C -2.785 -3.760 1.979
C 1.350 2.087 0.625
C -3.139 -3.345 3.270
C -2.224 -1.495 1.408
H -1.620 3.890 -2.130
H 0.309 -2.009 -1.177
H -3.482 -4.070 4.003
H -0.781 1.726 0.822
H 4.105 2.404 -0.328
H -0.155 3.009 1.868
H 4.606 4.910 -2.028
H 5.387 2.564 -1.509
H 2.041 2.928 0.740
H -3.609 1.875 -1.457
H 3.681 2.988 -3.322
H -0.388 3.315 0.142
H -4.418 -0.731 -1.012
H -1.818 -0.737 0.745
H -2.476 -0.031 2.967
H 3.674 1.367 -2.638
H -2.418 -4.244 -0.531
H -1.800 -2.907 -2.534
H 1.598 1.365 1.413
H -0.546 -0.668 -2.701
H 1.678 0.425 2.852
H 0.666 0.753 -0.936
H 1.396 -3.328 -0.850
H 3.457 4.776 -0.680
H 5.188 4.664 -0.375
H 1.011 -0.046 0.353
H 2.406 0.749 -0.707
H -3.427 -2.878 -1.866
*
```

=====

4.
ORCA calculation (ωB97M-V with the def2-TZVPD basis set) on one molecule with the formula C2H7NO.

The calculation puts the orbital gap at 11.135 eV. As for the HOMO energy: -10.18 eV. Its SMILES is NCCO. The energy above the lowest of the compared OMol25 structures with the same formula, charge and spin is 21.1 kcal/mol.

The geometry in ORCA input format:
```
! RIJCOSX wB97M-V def2-TZVPD def2/J DEFGRID3
* xyz 0 1
O 1.322 1.589 -0.432
N -0.993 -1.400 -0.089
C 0.962 0.234 -0.122
C -0.542 0.036 -0.057
H 0.491 2.080 -0.405
H -1.791 -1.329 0.540
H -0.855 0.485 0.896
H -0.365 -1.890 0.554
H -1.039 0.547 -0.890
H 1.449 -0.383 -0.878
H 1.361 0.030 0.883
*
```

=====

5.
ORCA calculation (ωB97M-V with the def2-TZVPD basis set) on a 2-piece molecular cluster, C4H9NO overall.

The calculation puts the orbital gap at 9.791 eV. As for the HOMO energy: -9.03 eV. Its SMILES is C=CO.C=NC. The energy above the lowest of the compared OMol25 structures with the same formula, charge and spin is 124.7 kcal/mol.

The geometry in ORCA input format:
```
! RIJCOSX wB97M-V def2-TZVPD def2/J DEFGRID3
* xyz 0 1
O -0.225 -1.576 -4.866
N 0.764 0.328 3.290
C -0.107 -0.268 -2.735
C 0.256 -0.494 -4.061
C 0.360 0.646 2.080
C -0.189 0.400 4.324
H -0.318 -1.169 -2.297
H -0.503 -0.709 4.552
H 1.042 0.101 -4.384
H -0.365 -1.154 -5.792
H -1.227 0.605 3.824
H 0.079 0.797 -2.353
H -0.054 1.033 5.146
H -0.628 0.335 1.804
H 1.116 1.125 1.469
*
```

=====

6.
ORCA calculation (ωB97M-V with the def2-TZVPD basis set) on a 2-piece molecular cluster, C2H5ClNO3S overall.

The calculation puts the orbital gap at 7.559 eV. As for the HOMO energy: -4.32 eV. The energy above the lowest of the compared OMol25 structures with the same formula, charge and spin is 0.0 kcal/mol.

The geometry in ORCA input format:
```
! RIJCOSX wB97M-V def2-TZVPD def2/J DEFGRID3
* xyz -1 1
Cl 1.897 -2.365 -0.535
S -3.267 -0.893 -0.076
O -2.695 -1.676 -1.190
O -4.027 0.606 -0.660
O -2.162 -0.251 0.764
N 2.789 0.087 -0.518
C 1.915 -0.658 -0.103
C 0.934 -0.289 0.938
H -0.202 -0.341 0.867
H -3.215 1.197 -0.715
H 1.031 0.690 1.276
H 3.362 -0.238 -1.213
H 0.932 -0.963 1.921
*
```

=====

7.
ORCA calculation (ωB97M-V with the def2-TZVPD basis set) on C24H41F3O3P2PtS as an isolated structure.

The calculation puts the orbital gap (alpha / beta) at 7.018 / 4.156 eV. As for the HOMO energy (alpha / beta): -13.39 / -14.06 eV. The energy above the lowest of the compared OMol25 structures with the same formula, charge and spin is 0.0 kcal/mol.

The geometry in ORCA input format:
```
! RIJCOSX wB97M-V def2-TZVPD def2/J DEFGRID3
* xyz 2 5
Pt 0.198 -0.918 0.789
S -0.579 2.487 2.566
P -1.287 0.123 -0.525
P 1.498 0.576 -0.308
F 0.394 4.509 4.017
F -0.947 3.152 5.116
F -1.781 4.604 3.686
O -1.781 1.662 2.741
O -0.537 3.243 1.320
O 0.679 1.827 2.919
C 0.812 -3.703 1.730
C 2.521 1.813 0.482
C 0.003 1.270 -1.172
C 1.359 1.004 -3.960
C -0.741 3.775 3.919
C -0.775 1.909 -5.079
C -1.567 0.978 -4.199
C 0.495 -0.710 -5.594
C 2.900 -1.655 3.056
C 0.680 -0.818 4.031
C -2.818 0.897 -0.064
C 1.231 0.002 5.131
C -1.780 -0.575 4.714
C 1.195 -0.279 -4.328
C -1.580 -1.313 -1.579
C -0.869 -1.977 2.760
C 2.614 -0.453 -1.298
C -1.791 -0.318 -4.490
C 0.496 -2.345 2.250
C -0.708 -1.075 3.837
C -0.968 -1.179 -5.403
C -2.115 -2.682 2.403
C 1.433 -1.559 3.111
C 0.660 2.188 -4.572
H 2.274 0.268 4.935
H 1.195 -0.548 6.081
H 0.526 0.062 -6.377
H -0.808 -2.083 -1.441
H 1.743 -3.662 1.163
H 2.805 2.553 -0.279
H -3.576 0.104 0.014
H 3.572 -0.490 -0.761
H -2.756 -0.934 4.373
H 3.361 -0.659 3.138
H 3.304 -2.269 3.877
H -1.632 -0.910 5.748
H -2.363 -3.459 3.144
H 1.746 -1.082 -3.832
H -1.439 -1.280 -6.398
H 0.605 2.989 -3.818
H -3.080 1.605 -0.866
H -2.561 -1.723 -1.310
H 1.980 2.285 1.312
H 2.207 -1.469 -1.383
H 0.930 -4.451 2.522
H -2.164 1.482 -3.430
H 0.051 1.212 -2.262
H 0.663 0.931 5.257
H -2.706 1.412 0.905
H -0.951 -2.203 -4.992
H -1.583 -0.982 -2.613
H -0.734 1.568 -6.125
H -1.298 2.879 -5.123
H -1.815 0.522 4.715
H 3.223 -2.103 2.108
H 2.765 -0.035 -2.292
H 0.010 -4.033 1.067
H -0.186 2.289 -0.802
H 1.248 2.615 -5.404
H -2.747 -0.779 -4.208
H -2.959 -1.978 2.376
H -2.031 -3.158 1.421
H 3.413 1.307 0.876
H 1.047 -1.564 -6.018
H 2.178 1.312 -3.302
*
```

=====

8.
ORCA calculation (ωB97M-V with the def2-TZVPD basis set) on C34H16BrF4IrN4O11PS5 as an isolated structure.

The calculation puts the orbital gap (alpha / beta) at 4.529 / 5.205 eV. As for the HOMO energy (alpha / beta): -7.53 / -8.20 eV. The energy above the lowest of the compared OMol25 structures with the same formula, charge and spin is 76.0 kcal/mol.

The geometry in ORCA input format:
```
! RIJCOSX wB97M-V def2-TZVPD def2/J DEFGRID3
* xyz 0 2
Ir -0.026 -0.985 0.220
Br 0.454 0.411 -3.397
S -1.069 -0.420 2.284
S -2.623 2.061 2.441
S -3.152 4.972 2.447
S 1.627 1.709 2.382
S -0.384 3.875 2.444
P 1.226 -1.924 -1.447
F -0.406 -0.558 -6.084
F 1.340 -4.761 -3.156
F 0.508 -5.115 -5.590
F -0.385 -3.053 -7.099
O 1.522 -5.522 -0.196
O -1.083 5.992 -1.349
O 4.836 -5.471 4.853
O -3.086 6.614 -1.837
O -0.062 1.294 -0.487
O -1.639 -0.191 -0.702
O 3.229 -0.668 4.330
O 4.148 -6.910 3.400
O 1.802 -1.633 1.105
O 4.075 -0.317 2.368
O 1.328 -3.587 -0.963
N 1.732 -4.370 0.010
N 4.277 -5.780 3.822
N -2.253 5.771 -1.576
N 3.501 -0.989 3.195
C -0.010 -1.567 -5.316
C 0.868 -3.676 -3.769
C -4.018 4.072 -1.839
C -4.428 2.747 -1.814
C 0.039 2.167 2.416
C 3.783 -3.371 3.518
C 3.887 -2.167 -2.238
C 2.990 -4.991 1.910
C 0.816 -2.408 -3.186
C 0.004 -2.843 -5.852
C 3.224 -2.374 2.796
C 2.397 -3.945 1.169
C 5.549 -0.516 -1.716
C -1.073 1.306 2.375
C 2.935 -1.395 -1.574
C -0.874 -2.782 0.546
C -1.770 3.386 -1.251
C 2.412 -2.584 1.627
C 4.599 0.254 -1.061
C -2.058 -5.300 0.907
C -1.710 -3.326 -0.430
C -2.104 3.721 2.465
C 3.649 -4.696 3.057
C -1.237 1.024 -0.796
C 0.454 -3.892 -5.077
C 0.395 -1.358 -4.014
C -2.200 2.066 -1.217
C -2.694 4.362 -1.560
C -0.674 -3.505 1.720
C 5.198 -1.727 -2.301
C 3.288 -0.186 -0.979
C -3.524 1.745 -1.499
C -1.260 -4.755 1.899
C -2.289 -4.574 -0.255
H -2.929 -4.980 -1.029
H -4.702 4.877 -2.063
H 6.574 -0.173 -1.770
H -5.459 2.501 -2.028
H 5.944 -2.324 -2.808
H -1.910 -2.766 -1.338
H 2.930 -6.012 1.568
H 4.340 -3.162 4.421
H -0.746 3.644 -1.023
H 2.550 0.399 -0.445
H -1.098 -5.294 2.824
H -0.085 -3.081 2.527
H -3.836 0.710 -1.448
H 4.876 1.191 -0.598
H 3.609 -3.107 -2.702
H -2.512 -6.273 1.043
*
```

=====

no.,electronic energy (eV)
1,-8898.4970
2,-29365.0509
3,-134216.9447
4,-5724.3258
5,-7826.9108
6,-33146.1536
7,-72487.1952
8,-211204.7624